Entry 1:
Entry from the OMol25 dataset: a gas-phase ion, C8H15ClN3O (charge +1) (ωB97M-V with the def2-TZVPD basis set).

Each line ends with the natural charge from an NBO analysis.
Atoms and positions in Å:
1 C 1.545 1.865 -0.038  -0.634
2 C 1.579 0.556 0.775  -0.407
3 C 0.090 -0.129 0.910  0.183
4 C -0.749 0.635 1.819  -0.647
5 C -0.484 -0.412 -0.417  0.335
6 N -1.331 0.284 -1.049  -0.470
7 C -1.951 -0.160 -2.339  0.171
8 N -2.923 0.697 -2.795  -0.828
9 Cl -0.452 -0.351 -3.484  -0.117
10 O 0.161 -1.470 1.389  -0.533
11 C 1.282 -2.183 1.776  -0.191
12 C 2.395 -2.356 0.902  0.208
13 N 3.215 -2.527 0.130  -0.236
14 H 2.565 2.334 -0.108  0.260
15 H 0.950 2.634 0.555  0.206
16 H 1.092 1.785 -1.031  0.207
17 H 1.842 0.940 1.834  0.247
18 H 2.208 -0.171 0.316  0.240
19 H -0.549 0.079 2.833  0.277
20 H -1.756 0.618 1.569  0.212
21 H -0.432 1.654 1.767  0.231
22 H -0.143 -1.352 -0.789  0.251
23 H -1.690 1.185 -0.516  0.460
24 H -2.347 -1.169 -2.242  0.240
25 H -3.494 0.292 -3.542  0.416
26 H -2.887 1.674 -3.034  0.418
27 H 0.761 -3.164 1.991  0.269
28 H 1.499 -1.787 2.819  0.234

Summary:
SMILES	CC[C@@](C)(/C=[NH+]/[C@@H](N)Cl)OCC#N
spin multiplicity	1
total energy	-27570.10625	eV
charge	+1


Entry 2:
Entry from the OMol25 dataset: 2 unconnected molecules or ions with the total composition C2H10NOS2 (ωB97M-V with the def2-TZVPD basis set).

Each line ends with the natural charge from an NBO analysis.
Atoms and positions in Å:
1 N -0.101 -0.455 -1.155  -0.707
2 C -0.399 1.021 -1.124  -0.230
3 C -0.836 1.351 0.291  -0.577
4 S 0.243 0.664 1.561  -0.274
5 S -1.239 -1.005 2.317  -0.568
6 H 0.893 -0.699 -0.981  0.485
7 H -0.721 -1.057 -0.599  0.441
8 H -0.406 -0.818 -2.064  0.407
9 H 0.550 1.479 -1.398  0.212
10 H -1.144 1.340 -1.852  0.207
11 H -1.780 0.828 0.500  0.221
12 H -0.943 2.436 0.274  0.222
13 H -1.071 -0.533 3.558  0.132
14 H 1.858 -1.200 0.794  0.519
15 H 2.961 -1.918 -0.015  0.494
16 O 2.135 -1.437 -0.109  -0.986

Summary:
spin multiplicity	2
total energy	-27441.98962	eV
<S²>	0.7540


Entry 3:
Entry from the OMol25 dataset: a molecular structure, C47H37BF2N5O4TeTi (ωB97M-V with the def2-TZVPD basis set).

Each line ends with the Löwdin charge.
Atoms and positions in Å:
1 Ti -0.789 1.552 -0.083  1.167
2 N -4.215 2.204 0.366  0.130
3 C -3.454 3.325 0.629  -0.281
4 C -4.125 4.419 1.193  0.005
5 C -3.434 5.577 1.429  -0.031
6 C -2.084 5.634 1.082  -0.029
7 C -1.499 4.515 0.558  -0.083
8 N -2.151 3.340 0.354  0.062
9 C -3.984 1.124 -0.467  -0.328
10 C -5.121 0.513 -1.005  -0.003
11 C -4.984 -0.602 -1.791  -0.022
12 C -3.703 -1.084 -2.040  -0.024
13 C -2.638 -0.428 -1.484  -0.110
14 N -2.749 0.663 -0.680  0.057
15 H -5.192 2.334 0.573  0.139
16 H -5.182 4.340 1.415  0.122
17 H -3.937 6.435 1.855  0.122
18 H -1.498 6.530 1.220  0.118
19 H -0.458 4.535 0.275  0.108
20 H -6.096 0.936 -0.801  0.124
21 H -5.855 -1.078 -2.220  0.124
22 H -3.529 -1.946 -2.666  0.122
23 H -1.638 -0.761 -1.702  0.096
24 C 3.075 -4.418 0.101  -0.032
25 C 2.230 -3.201 -0.166  -0.235
26 C 2.056 -2.713 -1.457  0.041
27 C 1.308 -1.572 -1.719  -0.045
28 C 1.106 -1.061 -3.115  -0.260
29 O 0.101 -0.444 -3.412  0.110
30 C 2.153 -1.342 -4.136  -0.160
31 C 3.510 -1.247 -3.835  -0.032
32 C 4.453 -1.448 -4.830  -0.064
33 C 4.045 -1.765 -6.118  -0.068
34 C 2.693 -1.859 -6.421  -0.061
35 C 1.747 -1.633 -5.435  -0.009
36 C 0.717 -0.909 -0.642  -0.203
37 O 0.039 0.214 -0.850  -0.169
38 C 0.840 -1.380 0.670  -0.045
39 C 1.621 -2.523 0.879  0.046
40 C 0.200 -0.671 1.803  -0.143
41 N -0.659 0.277 1.642  0.008
42 C -1.210 0.952 2.838  -0.270
43 C -2.132 0.079 3.670  -0.457
44 Te -3.778 -0.820 2.632  1.335
45 C -2.825 -2.684 2.397  -0.571
46 C -2.145 -2.973 1.216  -0.152
47 C -1.496 -4.191 1.067  -0.078
48 C -1.527 -5.125 2.094  -0.073
49 C -2.210 -4.842 3.269  -0.082
50 C -2.861 -3.624 3.423  -0.150
51 C 0.663 -1.065 3.169  -0.203
52 C 0.227 -2.238 3.777  -0.052
53 C 0.694 -2.575 5.039  -0.048
54 C 1.604 -1.752 5.687  -0.063
55 C 2.057 -0.594 5.069  -0.053
56 C 1.589 -0.249 3.810  -0.017
57 H 3.325 -4.934 -0.825  0.081
58 H 2.560 -5.122 0.755  0.082
59 H 4.010 -4.139 0.589  0.090
60 H 2.507 -3.243 -2.288  0.132
61 H 3.827 -0.989 -2.832  0.122
62 H 5.506 -1.354 -4.601  0.108
63 H 4.784 -1.932 -6.891  0.109
64 H 2.377 -2.097 -7.428  0.109
65 H 0.689 -1.676 -5.660  0.122
66 H 1.755 -2.896 1.885  0.128
67 H -1.752 1.833 2.487  0.092
68 H -0.400 1.322 3.465  0.121
69 H -2.549 0.676 4.480  0.055
70 H -1.592 -0.754 4.114  0.037
71 H -2.115 -2.241 0.418  0.075
72 H -0.966 -4.410 0.148  0.110
73 H -1.026 -6.077 1.975  0.109
74 H -2.243 -5.572 4.067  0.111
75 H -3.399 -3.410 4.337  0.099
76 H -0.478 -2.887 3.262  0.085
77 H 0.347 -3.484 5.513  0.112
78 H 1.968 -2.017 6.671  0.109
79 H 2.778 0.042 5.566  0.111
80 H 1.948 0.649 3.317  0.130
81 O 0.495 2.468 1.004  -0.141
82 C 1.109 2.936 -0.103  -0.395
83 N 0.303 2.781 -1.220  0.015
84 C 1.024 3.064 -2.310  -0.244
85 O 0.572 2.866 -3.586  0.254
86 C 2.279 3.533 -1.929  -0.084
87 C 3.385 4.057 -2.648  -0.014
88 C 4.472 4.482 -1.949  -0.081
89 C 4.527 4.414 -0.521  -0.089
90 C 3.493 3.909 0.203  -0.027
91 C 2.340 3.454 -0.490  -0.097
92 H 3.355 4.119 -3.727  0.116
93 H 5.322 4.887 -2.482  0.102
94 H 5.412 4.775 -0.013  0.100
95 H 3.539 3.860 1.284  0.111
96 F -0.886 2.116 -5.203  0.275
97 B -0.609 2.308 -3.927  -0.809
98 F -1.560 1.998 -3.036  0.236

Summary:
spin multiplicity	1
total energy	-101502.78075	eV
charge	+1


Entry 4:
Entry from the OMol25 dataset: a molecular structure, C9H15BN7PdS3 (ωB97M-V with the def2-TZVPD basis set).

Each line ends with the natural charge from an NBO analysis.
Atoms and positions in Å:
1 Pd 0.479 -0.092 -0.075  0.827
2 S 2.733 0.662 0.509  -0.218
3 C 2.930 -0.144 2.038  -0.287
4 C 4.212 0.041 2.662  0.273
5 N 5.251 0.187 3.134  -0.335
6 C 2.003 -0.912 2.665  -0.322
7 S 0.400 -1.256 2.049  -0.258
8 C 2.297 -1.526 3.926  0.275
9 N 2.480 -2.045 4.938  -0.346
10 B -1.674 4.276 0.337  -0.579
11 C -0.939 2.876 0.285  0.368
12 N -0.462 1.823 0.305  -0.650
13 H -1.040 4.998 1.075  0.005
14 H -2.789 4.054 0.776  -0.011
15 H -1.725 4.710 -0.794  0.001
16 C -2.434 -3.322 1.344  -0.412
17 N -2.723 -1.920 1.494  -0.410
18 C -3.139 -1.366 2.777  -0.219
19 C -3.050 0.149 2.539  -0.229
20 N -2.903 0.225 1.088  -0.593
21 C -2.517 -0.960 0.586  0.364
22 S -1.873 -1.163 -0.970  -0.321
23 H -1.609 -3.607 2.001  0.216
24 H -2.153 -3.510 0.311  0.239
25 H -3.317 -3.915 1.593  0.191
26 H -2.458 -1.702 3.561  0.219
27 H -4.153 -1.697 3.021  0.188
28 H -2.175 0.580 3.027  0.223
29 H -3.944 0.675 2.869  0.205
30 H -2.502 1.053 0.665  0.450
31 N 2.494 -2.558 -0.397  -0.675
32 N 1.284 -1.993 -0.967  -0.662
33 H 2.234 -2.778 0.563  0.359
34 H 3.111 -1.751 -0.292  0.368
35 H 0.527 -2.650 -0.802  0.386
36 H 1.422 -1.975 -1.973  0.369

Summary:
spin multiplicity	3
total energy	-56670.68005	eV
charge	-1
<S²>	2.0082


Entry 5:
Entry from the OMol25 dataset: 9 unconnected molecules or ions with the total composition C15H48BF4N12O8 (ωB97M-V with the def2-TZVPD basis set).

Each line ends with the Löwdin charge.
Atoms and positions in Å:
1 B 0.503 0.258 0.873  -1.403
2 F 0.854 -1.084 0.741  0.117
3 F 1.265 1.078 0.080  0.134
4 F -0.780 0.275 0.428  0.140
5 F 0.444 0.799 2.160  0.126
6 C -3.683 2.340 -2.363  -0.086
7 C -3.653 2.184 -0.789  -0.381
8 C -3.724 3.579 -0.071  -0.227
9 O -3.322 3.378 1.239  -0.217
10 C -1.922 3.421 1.448  -0.172
11 N -4.807 1.354 -0.575  0.009
12 H -4.492 3.029 -2.608  0.064
13 H -3.979 1.410 -2.849  0.046
14 H -2.742 2.631 -2.829  0.054
15 H -2.801 1.669 -0.346  0.105
16 H -4.753 3.909 0.069  0.115
17 H -3.215 4.412 -0.557  0.112
18 H -1.306 2.872 0.736  0.063
19 H -1.513 3.235 2.441  0.076
20 H -1.625 4.426 1.150  0.026
21 H -4.895 0.511 -1.123  0.064
22 H -5.635 1.928 -0.502  0.064
23 C -1.727 -4.135 -4.808  -0.071
24 C -0.505 -3.353 -5.357  -0.391
25 C -0.747 -1.862 -5.191  -0.172
26 O -0.762 -1.761 -3.725  -0.217
27 C -1.049 -0.460 -3.301  -0.121
28 N 0.677 -3.750 -4.516  0.033
29 H -1.963 -4.124 -3.744  0.069
30 H -1.610 -5.186 -5.075  0.064
31 H -2.701 -3.903 -5.238  0.068
32 H -0.242 -3.706 -6.355  0.128
33 H -1.732 -1.664 -5.612  0.121
34 H 0.034 -1.325 -5.729  0.120
35 H -0.415 -0.164 -2.465  0.072
36 H -2.064 -0.129 -3.081  0.077
37 H -0.775 0.236 -4.094  0.077
38 H 0.789 -3.048 -3.799  0.047
39 H 1.468 -3.308 -4.963  0.054
40 C 4.088 1.833 2.365  -0.106
41 C 4.007 0.356 2.814  -0.296
42 O 5.273 0.075 3.360  -0.095
43 H 5.028 2.022 1.847  0.063
44 H 3.982 2.486 3.231  0.061
45 H 3.321 2.062 1.626  0.042
46 H 3.785 -0.345 2.008  0.111
47 H 3.275 0.398 3.620  0.103
48 H 5.284 0.363 4.276  0.079
49 C 3.497 0.680 -2.390  -0.941
50 O 4.351 0.223 -3.096  0.030
51 N 2.271 0.651 -2.633  0.185
52 N 3.704 1.373 -1.405  0.198
53 H 1.559 0.972 -1.993  0.097
54 H 2.050 0.269 -3.541  0.119
55 H 4.660 1.417 -1.081  0.135
56 H 2.929 1.743 -0.874  0.099
57 C -1.091 -1.371 4.324  -0.799
58 O -1.697 -2.019 5.182  -0.016
59 N -1.313 -1.285 3.073  0.197
60 N 0.027 -0.782 4.605  0.170
61 H -0.621 -0.767 2.550  0.066
62 H -2.158 -1.685 2.690  0.119
63 H 0.561 -0.204 3.972  0.087
64 H 0.307 -0.642 5.565  0.117
65 C 2.618 -4.368 1.226  -0.803
66 O 2.734 -5.443 1.788  0.013
67 N 2.096 -3.278 1.714  0.176
68 N 2.962 -4.211 -0.007  0.161
69 H 1.561 -2.769 1.025  0.070
70 H 1.608 -3.296 2.599  0.121
71 H 2.663 -3.468 -0.621  0.115
72 H 3.378 -5.062 -0.357  0.116
73 C -2.670 -2.362 -0.513  -0.699
74 O -3.576 -3.164 -0.873  -0.050
75 N -1.386 -2.489 -0.847  0.183
76 N -2.925 -1.211 0.092  0.173
77 H -1.160 -3.258 -1.461  0.107
78 H -0.682 -1.979 -0.334  0.077
79 H -3.889 -1.105 0.376  0.108
80 H -2.172 -0.554 0.237  0.057
81 C 1.640 3.833 4.829  -0.821
82 O 1.895 2.824 5.507  -0.041
83 N 1.269 3.859 3.556  0.123
84 N 1.411 5.068 5.290  0.068
85 H 1.466 3.129 2.886  0.074
86 H 0.760 4.653 3.194  -0.006
87 H 1.135 5.757 4.605  -0.014
88 H 1.286 5.101 6.292  0.082

Summary:
spin multiplicity	2
total energy	-62147.79527	eV
charge	-2
<S²>	0.7503